Entry 1:
Below is a molecular structure, C19H49IN2O6Si2, with properties calculated with ωB97M-V/def2-TZVPD.

Its molar mass is 584.69 Da. The value obtained for the LUMO energy is 0.68 eV. The value obtained for the HOMO energy is -8.64 eV. The calculation puts the calculated total energy at -2190.98886 hartree.

```
! wB97M-V def2-TZVPD RIJCOSX def2/J DEFGRID3
* xyz 0 1
C 0.5430 -2.9414 3.7165
C -0.8454 -2.3227 3.7815
C -1.3027 -1.7856 2.4410
O -0.4853 -0.7040 1.9824
Si -0.6459 0.8494 2.4755
C -1.5478 1.8356 1.1614
C -0.9710 3.2323 0.8911
C -0.5213 3.4581 -0.5457
I -2.3748 4.7767 1.4745
O 0.8598 1.4615 2.7175
Si 2.1681 1.2729 1.7206
C 3.2389 -0.1563 2.2339
H 0.5530 -3.8083 3.0516
H 0.8840 -3.2691 4.6984
H 1.2694 -2.2240 3.3271
H -1.5820 -3.0680 4.0966
H -0.8728 -1.5237 4.5274
H -1.2360 -2.5716 1.6864
H -2.3530 -1.4777 2.4796
H -1.3844 0.9156 3.7545
H -1.5799 1.2696 0.2267
H -2.5818 1.8805 1.5112
H -0.1497 3.4578 1.5662
H -1.3357 3.7989 -1.1844
H -0.1388 2.5230 -0.9632
H 0.2713 4.2056 -0.5873
H 2.9310 2.5411 1.7629
H 1.6680 1.0853 0.3337
H 2.8350 -0.6411 3.1254
H 3.3049 -0.9042 1.4436
H 4.2460 0.1915 2.4685
C 3.0995 3.9438 -1.5975
O 4.2240 3.8163 -2.4393
C 3.9147 3.6983 -3.8220
C 4.4706 4.8742 -4.5913
N 3.7999 6.1017 -4.2037
C 4.3322 7.3153 -4.8047
C 5.7692 7.6976 -4.4726
O 5.9671 8.0318 -3.1119
C 6.3299 6.9616 -2.2641
H 3.4623 3.9301 -0.5707
H 2.5558 4.8807 -1.7677
H 2.4018 3.1099 -1.7311
H 2.8300 3.6427 -3.9585
H 4.3603 2.7731 -4.1977
H 4.3038 4.7032 -5.6600
H 5.5589 4.8956 -4.4319
H 3.8220 6.1863 -3.1947
H 3.6883 8.1463 -4.5083
H 4.2517 7.2222 -5.8937
H 6.0194 8.5917 -5.0489
H 6.4751 6.9097 -4.7642
H 6.9620 6.2369 -2.7878
H 5.4646 6.4255 -1.8624
H 6.8927 7.3812 -1.4311
C -5.9698 -8.4770 2.4243
O -5.0033 -8.3217 1.4085
C -5.5408 -8.0668 0.1171
C -5.0945 -6.7117 -0.3809
N -5.6599 -5.6552 0.4388
C -5.2053 -4.3106 0.1201
C -3.7247 -4.0006 0.3011
O -3.2928 -4.0429 1.6499
C -2.8636 -5.3045 2.1221
H -5.4350 -8.7322 3.3372
H -6.5487 -7.5617 2.5924
H -6.6721 -9.2840 2.1897
H -6.6337 -8.1110 0.1519
H -5.1833 -8.8421 -0.5661
H -5.4421 -6.5845 -1.4113
H -3.9947 -6.7100 -0.4071
H -5.4724 -5.8565 1.4133
H -5.7717 -3.6089 0.7367
H -5.4659 -4.0995 -0.9232
H -3.5528 -2.9767 -0.0410
H -3.0928 -4.6598 -0.3069
H -2.4150 -5.8983 1.3197
H -3.6754 -5.8892 2.5641
H -2.1098 -5.1285 2.8905
*
```



Entry 2:
Below is a molecular structure, C19H30F9NO2P2Ru, with properties calculated with ωB97M-V/def2-TZVPD.

Its molar mass is 638.45 Da. The value obtained for the LUMO energy (spin up / spin down) is 0.58 / -2.60 eV. The value obtained for the HOMO energy (spin up / spin down) is -6.04 / -7.84 eV. The calculation puts the calculated total energy at -2623.45077 hartree.

```
! wB97M-V def2-TZVPD RIJCOSX def2/J DEFGRID3
* xyz 0 5
Ru -0.1808 0.0181 0.2022
P -1.5725 1.0844 -1.2756
P 1.8722 -1.2963 0.1802
N -1.0033 -1.5704 -0.0759
H -1.2985 0.8493 0.7948
C -1.4111 0.5750 -3.0075
H -1.9257 1.2886 -3.6683
H -1.8800 -0.4108 -3.1321
H -0.3470 0.5268 -3.2842
C -1.5244 2.9007 -1.1753
H -2.4361 3.3227 -1.6135
H -0.6454 3.3038 -1.6956
H -1.4898 3.1824 -0.1129
C -3.3332 0.7725 -0.8532
H -3.9779 1.5503 -1.2834
H -3.4351 0.8037 0.2404
H -3.6537 -0.2031 -1.2293
C 2.3671 -1.9046 -1.4522
H 3.3330 -2.4284 -1.3905
H 2.4268 -1.0395 -2.1425
H 1.5866 -2.5975 -1.7991
C 3.3272 -0.6247 1.0272
H 4.1015 -1.3984 1.1391
H 3.0271 -0.2748 2.0200
H 3.7279 0.2283 0.4695
C 1.4252 -2.7713 1.1634
H 2.3255 -3.3336 1.4459
H 0.7601 -3.3979 0.5567
H 0.8872 -2.4355 2.0623
C -1.8109 -2.5785 -0.3073
C -2.7832 -4.2034 -1.8476
C -1.9598 -3.1162 -1.6353
C -2.5620 -3.1687 0.7664
C -3.3579 -4.2694 0.5243
C -3.4792 -4.7842 -0.7767
H -2.8818 -4.6086 -2.8576
H -1.3921 -2.6365 -2.4381
H -2.4611 -2.7121 1.7562
H -3.8936 -4.7371 1.3515
H -4.1223 -5.6477 -0.9538
C 2.3915 1.8547 -2.4399
O 2.1526 0.7399 -2.9192
C 1.8293 3.0820 -3.0957
H 2.1164 3.9845 -2.5541
H 0.7356 3.0043 -3.1440
H 2.1956 3.1201 -4.1254
C 3.2315 2.0820 -1.2109
H 4.0459 1.3474 -1.1573
H 2.5924 1.9885 -0.3143
H 3.6536 3.0964 -1.2340
F 0.7470 3.4291 1.5605
C 0.0209 2.9586 2.6082
F 0.2290 3.7642 3.6799
F -1.2982 3.0722 2.2507
C 0.4000 1.4607 2.9216
O 0.7539 0.8044 1.7762
C 1.6854 1.4199 3.8568
F 1.4970 1.8413 5.1307
F 2.1530 0.1425 3.9259
F 2.6728 2.1728 3.3009
C -0.7646 0.7654 3.6956
F -1.0279 1.4071 4.8635
F -1.9205 0.7311 2.9685
F -0.4409 -0.5265 3.9633
*
```



Entry 3:
Below is 3 unconnected molecules or ions with the total composition C2H10N2O3, with properties calculated with ωB97M-V/def2-TZVPD.

Its molar mass is 110.11 Da. As for the structure (SMILES): CNC(N)=O.O.O. The value obtained for the LUMO energy is 0.65 eV. The value obtained for the HOMO energy is -9.64 eV. The calculation puts the calculated total energy at -417.47305 hartree. The energy above the lowest of the compared OMol25 structures with the same formula, charge and spin is 0.013 eV.

```
! wB97M-V def2-TZVPD RIJCOSX def2/J DEFGRID3
* xyz 0 1
C 0.5908 -1.3254 1.4481
N 0.0811 -1.1163 0.1012
C -1.0357 -0.3823 -0.0931
N -1.3824 -0.1475 -1.4027
O -1.7089 0.0921 0.8191
H 1.2985 -2.1501 1.4224
H -0.2268 -1.5122 2.1372
H 1.1194 -0.4334 1.8029
H 0.7856 -1.1102 -0.6185
H -0.9751 -0.6428 -2.1751
H -2.2907 0.2655 -1.5151
O -0.0584 2.3089 1.1097
H -0.8553 2.7041 0.7316
H -0.4322 1.5111 1.5218
O 1.6302 0.3038 -1.8998
H 0.9615 0.9477 -1.6281
H 2.4983 0.6869 -1.7617
*
```